Here is a molecular structure, C23H35Br2N4O5S2ScSi from the OMol25 dataset. Energies are from ωB97M-V with the def2-TZVPD basis set.

ORCA input file:
```
! wB97M-V def2-TZVPD RIJCOSX def2/J DEFGRID3
* xyz 0 1
Br -0.3948 -7.4787 -2.8899
Br 3.0899 -3.0065 -3.4307
Sc 0.3251 -1.6083 0.6823
S 3.1816 -4.7795 0.5296
S -0.5107 0.0206 2.4343
Si -0.4013 1.3743 0.8659
O -0.2962 0.3132 -0.4538
O -1.6412 2.3989 0.6441
O 2.3308 -0.9228 0.2871
O 0.9771 2.2327 0.7627
O 0.8363 -1.6547 -1.8715
N 3.0419 -0.3432 2.3559
N -0.9974 -2.8053 -0.3334
N 1.2409 -3.1774 1.7319
N 4.4423 -1.4316 0.8485
C 3.2405 -0.9060 1.1581
C 1.3633 3.4690 1.3968
C 0.7892 4.6239 0.5871
C -1.2131 1.4478 -2.4063
C 2.0511 -3.8796 1.2296
C -0.3511 -3.6214 -1.2509
C -1.7357 -5.5242 -0.7114
C 2.8835 3.4844 1.3609
C -3.6452 1.0091 0.6399
C -3.1571 2.6225 2.5041
C 1.2743 1.2195 -2.0954
C 0.8552 3.5031 2.8314
C 0.6411 -3.1198 -2.0304
C -2.0427 -3.3928 0.4116
C 0.0433 -5.6692 -2.4998
C -3.0416 2.3552 1.0116
C -2.3917 -4.6797 0.2497
C -3.6922 3.4737 0.2093
C 1.0397 -5.0831 -3.2337
C -0.0884 0.5803 -1.8569
C -0.1818 -0.7789 -2.5233
C 1.3259 -3.7187 -3.1101
C -0.7182 -5.0150 -1.4617
H -0.2357 3.5047 2.8603
H -3.5417 0.8238 -0.4297
H -2.0782 -6.5358 -0.8653
H -4.7088 0.9988 0.8821
H 1.2728 2.2488 -1.7452
H 1.6281 -5.7002 -3.9011
H -1.2150 2.4149 -1.9060
H 1.4968 1.2162 -3.1646
H 3.2704 4.4152 1.7768
H 4.4093 -2.1174 0.1050
H 3.2866 2.6503 1.9365
H 3.6908 -0.4832 3.1097
H -2.7326 3.5980 2.7452
H -2.5492 -2.7268 1.0996
H 1.2050 4.4066 3.3329
H -1.1172 -1.2875 -2.3048
H 0.0484 -0.7667 -3.5868
H -2.1819 0.9737 -2.2518
H -3.2182 4.4283 0.4392
H -3.1676 0.1955 1.1858
H 5.1038 -1.6238 1.5821
H -4.7539 3.5470 0.4474
H 2.1129 0.0052 2.5664
H -3.5921 3.2838 -0.8600
H -2.6391 1.8555 3.0793
H 2.0620 0.6935 -1.5558
H -0.2955 4.5449 0.5281
H 3.2336 3.3924 0.3322
H 1.1973 4.6155 -0.4250
H -1.0676 1.6125 -3.4749
H -4.2058 2.6233 2.8052
H 1.2135 2.6381 3.3903
H 1.0458 5.5785 1.0488
H -3.2056 -5.0772 0.8411
H 1.7560 -1.4782 -2.1959
*
```

Output
HOMO energy, eV: -4.9
Maximum force, eV Å⁻¹: 0.5
Energy relative to the best compared isomer or geometry (same formula, charge and spin), kcal per mole: 138.7
DFT total energy, a.u.: -8487.557872